Record 1
{
  "formula": "C26H24CsN3O7S2",
  "method": "ωB97M-V/def2-TZVPD",
  "symbols": ["H", "H", "H", "O", "N", "S", "O", "H", "O", "C", "C", "C", "H", "O", "C", "Cs", "C", "C", "H", "H", "S", "C", "C", "C", "C", "N", "H", "C", "H", "C", "O", "C", "H", "H", "C", "H", "H", "C", "C", "H", "O", "H", "H", "C", "C", "H", "H", "O", "C", "C", "H", "H", "C", "H", "N", "C", "C", "C", "C", "H", "H", "H", "C"],
  "positions_angstrom": [[-0.9300, -0.6015, 2.5754], [3.2869, -5.9663, -2.1279], [-1.9929, 6.6557, -0.3419], [-0.6651, 3.1965, -1.3264], [3.7083, 0.4756, 1.2801], [-3.5212, 1.9421, -0.5051], [4.2138, 1.3789, -0.7323], [-0.7863, -0.3556, 5.0610], [-3.1313, 1.6890, -1.8878], [-1.2521, -4.4849, -1.3149], [1.8489, 1.0791, 2.7100], [1.9822, 1.3037, 4.0776], [1.2980, -5.0183, -1.0703], [-0.1441, 5.4078, -0.4537], [-2.6144, -2.9987, 0.5822], [-0.7122, 0.8307, -1.0427], [1.0396, 0.7739, 4.9447], [-2.8508, 5.9979, -0.3617], [5.0106, -1.5336, 0.5631], [3.6451, -2.5043, -4.6135], [-0.8537, 4.1487, -0.2377], [-1.5175, -2.4543, -0.0543], [2.9260, -4.9928, -2.4487], [-4.1459, 6.4844, -0.4307], [-2.3490, -5.0197, -0.6621], [0.2406, -2.5544, -1.6571], [-1.2166, -1.4323, 0.1441], [3.6106, -4.3112, -3.4523], [-4.3240, 7.5538, -0.4396], [1.7955, -4.4641, -1.8560], [-0.6150, 3.6039, 1.0873], [1.2817, -3.1852, -2.2248], [-5.7710, 3.5129, -0.5138], [3.5555, 2.2888, 2.2842], [2.9020, 1.5842, 1.7630], [-3.1584, -2.3948, 1.3009], [1.1409, 0.9080, 6.0149], [-3.0371, -4.2969, 0.3045], [-0.0266, 0.0694, 4.4186], [4.4986, -4.7321, -3.9095], [-2.5259, 1.5012, 0.4597], [-0.7681, -5.0564, -2.0973], [-2.6838, -6.0208, -0.9194], [-0.0960, -0.0875, 3.0412], [2.0062, -2.5142, -3.2514], [2.8217, 1.8739, 4.4547], [3.6289, -0.3861, 1.7914], [-4.8589, 1.4530, -0.1978], [3.1238, -3.0654, -3.8436], [-0.7756, -3.1828, -1.0180], [1.6426, -1.5386, -3.5538], [5.9120, -0.6664, -0.7086], [-3.6686, 3.7413, -0.3912], [2.4399, 2.1019, 0.9209], [0.8278, 0.3774, 2.2113], [-5.2116, 5.5968, -0.4800], [-2.5988, 4.6309, -0.3258], [4.2385, 0.4279, 0.0287], [-4.9659, 4.2337, -0.4727], [-6.2304, 5.9633, -0.5315], [-3.9013, -4.7172, 0.8051], [4.3495, -1.3778, -1.0701], [4.9245, -0.8725, -0.2986]],
  "gap_ev": 5.08,
  "total_charge": -2,
  "e_tot_ha": -2512.74660,
  "multiplicity": 1,
  "homo_energy_ev": -1.153
}

Record 2
{
  "formula": "C32H58N3O5P",
  "method": "ωB97M-V/def2-TZVPD",
  "symbols": ["C", "H", "O", "C", "H", "H", "C", "N", "H", "C", "C", "H", "H", "N", "H", "H", "C", "H", "H", "C", "H", "H", "C", "C", "C", "C", "H", "H", "C", "C", "H", "O", "C", "C", "O", "H", "H", "H", "H", "H", "H", "H", "H", "C", "H", "H", "C", "C", "C", "H", "H", "H", "H", "H", "H", "C", "H", "C", "C", "H", "H", "H", "H", "P", "C", "H", "C", "C", "C", "H", "H", "H", "O", "H", "H", "H", "H", "C", "H", "H", "C", "H", "C", "H", "C", "H", "N", "H", "H", "H", "H", "H", "O", "H", "H", "C", "H", "H", "C"],
  "positions_angstrom": [[5.4254, -2.5070, -2.9993], [1.3036, 6.3475, 2.4259], [6.6901, -1.1259, -1.3369], [8.2603, 0.3565, -0.0476], [0.8921, 4.9641, 5.6716], [4.8588, -0.4583, -2.1871], [2.1644, -2.0281, 2.1690], [-5.9801, -3.7769, -3.3639], [-9.2141, -4.5805, -2.4611], [-2.7563, 0.4875, -1.0762], [0.7450, 5.8042, 3.1974], [-0.3931, 1.6028, 2.6019], [-4.1276, -3.2087, -2.6255], [0.7452, 6.6201, 4.4031], [-2.0554, 1.3194, -0.8184], [-7.8881, -3.6321, -4.1667], [0.3794, -0.6435, -2.3278], [9.1603, 0.5901, -0.6825], [-7.8602, -5.6904, -2.5722], [0.4515, 8.9015, 5.3556], [-1.2650, 5.3915, 6.9271], [8.1280, 1.2536, 0.6196], [0.1642, 7.9391, 4.2109], [5.9755, -3.2827, 0.9953], [-5.1564, -3.3074, -2.2581], [-1.1195, 5.6891, 5.8845], [-6.0455, -4.5524, -5.9746], [-5.7058, -6.2619, -5.6911], [1.5051, -1.4579, -0.1006], [-1.0491, -1.2929, -2.0504], [-7.9484, -4.5136, -1.2490], [2.7384, 0.8449, 2.8047], [0.5580, -0.8484, 0.9532], [1.5011, -1.4002, -1.5571], [4.7342, -3.3879, -2.0955], [1.5229, 8.9614, 5.5585], [0.6811, -1.8229, -4.1928], [0.5936, 8.3801, 3.3055], [1.3313, 4.8962, 3.3750], [0.1024, 9.9025, 5.0956], [-7.2410, -5.5820, -5.1650], [7.2843, 0.8436, -1.9443], [6.4150, -2.9996, -3.2171], [4.6744, -3.6166, 0.8607], [-0.7911, 0.9853, 4.2595], [-1.7186, 6.5880, 5.7272], [2.6148, -2.0823, -2.2375], [-0.6080, 5.4089, 2.6021], [-6.1738, -5.3727, -5.2650], [-4.9262, -5.2103, -1.1974], [8.4674, -0.5752, 0.5386], [-0.9214, 7.8904, 4.0470], [4.9248, -2.3655, -3.9921], [-1.1509, -2.1531, -2.7764], [-1.1022, 4.6419, 3.1989], [3.6652, -2.7794, -1.4583], [-0.0602, 8.6059, 6.2740], [-5.5324, -5.0417, -3.9239], [-8.1338, -4.6663, -2.3114], [-3.1077, -0.9400, -2.6844], [-0.4597, 4.9865, 1.6044], [-3.7990, 0.8878, -1.2296], [0.4895, 2.2156, 4.0650], [1.3956, -0.0033, 3.4511], [0.0535, 1.2922, 3.5815], [6.1549, 0.7555, -0.5554], [2.5296, -2.1880, 0.6701], [3.6321, -2.8663, 0.0165], [-7.4180, -3.6298, -3.1786], [6.4373, -2.3194, 0.6943], [-1.0424, -1.7233, -1.0197], [-0.2910, -0.3323, -4.4638], [-0.3516, -0.0907, 0.7211], [-6.0424, -4.0734, -0.4165], [0.7740, 6.4888, 6.4739], [4.3074, -4.5222, 1.4110], [2.3604, 1.6260, 2.3567], [0.3695, 5.9251, 5.6278], [6.2971, -0.5373, -3.2646], [-1.2801, 6.2618, 2.4963], [5.7542, -1.0881, -2.4337], [-4.3123, -3.8044, -0.3358], [7.0338, 0.2226, -1.0322], [-1.5224, 4.8869, 5.2671], [-5.1172, -4.1569, -0.9864], [-5.4535, -2.2880, -1.9911], [0.9324, -1.2773, 2.2964], [-2.8126, -0.2180, -0.2032], [2.7035, -2.0957, -3.3500], [0.4045, 0.4563, -2.0966], [-4.4517, -4.9856, -4.0903], [-7.6301, -2.6315, -2.7831], [2.9074, -2.4765, 3.0002], [-5.6963, -5.8791, -3.2315], [6.6348, -4.0301, 1.5099], [-2.2396, -0.3055, -2.3397], [-2.0097, 0.4186, -3.1732], [1.5394, -0.2125, -4.2182], [0.5927, -0.7400, -3.9052]],
  "smiles": "C=Cc1c(OCCOCC)cc([C@@H](C)CCC)c2c1C(=O)N(P(C)O)C2=O.CCN(CC)CC.CCN(CC)CC",
  "gap_ev": 7.80,
  "total_charge": 0,
  "e_tot_ha": -2135.80576,
  "multiplicity": 1,
  "homo_energy_ev": -8.127
}

Record 3
{
  "formula": "CH11NO6",
  "method": "ωB97M-V/def2-TZVPD",
  "symbols": ["O", "O", "H", "H", "C", "H", "H", "O", "O", "H", "H", "H", "H", "H", "H", "N", "O", "O", "H"],
  "positions_angstrom": [[1.0617, -0.8421, -1.4845], [1.4081, 1.2697, 0.1489], [1.6179, 2.0928, -0.2999], [1.2712, -2.0051, 2.1000], [-0.3281, -0.9743, 1.4170], [-0.5783, -0.9998, -0.5250], [-1.8631, 1.1745, -2.4357], [-1.0182, 1.8576, 1.4713], [-1.5809, 0.4801, -3.0438], [-1.0217, 1.4859, 2.3741], [-1.3696, -0.2117, -2.3999], [-1.1778, 1.0915, 0.9056], [1.2854, 0.0400, -1.1464], [0.8393, 1.4986, 0.9067], [1.1264, -1.9822, 0.3863], [0.6930, -1.8564, 1.2834], [-0.6744, -0.4934, 2.4677], [-1.0034, -0.6750, 0.2901], [1.3123, -0.9507, -2.4160]],
  "smiles": "NC(=O)O.O.O.O.O",
  "gap_ev": 10.92,
  "total_charge": 0,
  "e_tot_ha": -550.94294,
  "multiplicity": 1,
  "homo_energy_ev": -10.672
}